(1)
Molecular formula: C41H37ClFeN2O4
Method: DFT, the ωB97M-V functional and the def2-TZVPD basis

Cartesian coordinates (Å):
Fe  0.09068  -0.52198  0.17622
O  1.79403  -0.06947  -0.30774
C  2.59553  1.05030  -0.44083
C  1.81798  2.18232  -1.17319
C  0.77538  2.79722  -0.28719
C  0.73424  4.16385  -0.03643
C  -0.21465  4.66196  0.83781
C  -1.09376  3.78047  1.44356
C  -1.03773  2.43862  1.09112
C  -1.98025  1.42873  1.66489
C  -1.21160  0.48598  2.63202
O  -0.07671  -0.02035  2.01222
C  -2.10029  -0.70054  3.03725
C  -3.41381  -0.87660  2.62676
C  -4.10496  -2.04671  2.93421
C  -3.48821  -3.04917  3.65961
C  -2.17361  -2.87714  4.08375
C  -1.48916  -1.71840  3.77099
C  -0.83753  1.31764  3.85948
C  0.42287  1.89937  3.93262
C  0.75519  2.72023  5.00274
C  -0.16792  2.96802  6.00864
C  -1.43135  2.39368  5.93679
C  -1.76333  1.57417  4.86702
N  -0.11976  1.96981  0.24449
C  3.82572  0.66354  -1.29247
C  3.77528  -0.50177  -2.05145
C  4.89584  -0.94827  -2.73950
C  6.07766  -0.22351  -2.69719
C  6.12384  0.96099  -1.97548
C  5.00850  1.39772  -1.27499
C  3.10862  1.51286  0.93541
C  3.29030  0.55326  1.92845
C  3.81727  0.89787  3.16325
C  4.16848  2.21434  3.43222
C  3.97754  3.18008  2.45644
C  3.45358  2.83050  1.21711
H  2.50246  2.94250  -1.55122
H  1.31340  1.71371  -2.02226
H  1.43760  4.82756  -0.52349
H  -0.27299  5.72368  1.04414
H  -1.82935  4.11885  2.16176
H  -2.81096  1.92355  2.16785
H  -2.33625  0.78981  0.86012
H  -3.92117  -0.11038  2.05420
H  -5.12600  -2.16835  2.59379
H  -4.01800  -3.96782  3.87876
H  -1.68388  -3.65650  4.65432
H  -0.45526  -1.59106  4.06783
H  1.13368  1.70049  3.14007
H  1.73678  3.17784  5.03936
H  0.09250  3.60418  6.84604
H  -2.16381  2.59180  6.71028
H  -2.75106  1.13002  4.80923
H  2.85240  -1.06416  -2.07139
H  4.84686  -1.87340  -3.30080
H  6.96008  -0.58440  -3.21128
H  7.03955  1.53939  -1.94485
H  5.07412  2.30862  -0.69365
H  2.99975  -0.46421  1.71680
H  3.95044  0.13439  3.92010
H  4.58608  2.48398  4.39471
H  4.23766  4.21297  2.65640
H  3.32305  3.60404  0.47215
Cl  -4.33984  -0.38945  -2.19041
C  -3.43329  1.06486  -1.67408
C  -1.91135  0.88822  -1.76956
O  -1.30204  1.71046  -2.43723
O  -1.41833  -0.09908  -1.11180
H  -3.72324  1.25554  -0.64307
H  -3.73852  1.88787  -2.30906
C  -2.42723  -2.84127  -0.54201
C  -1.09993  -3.37325  -0.11064
C  -0.72338  -4.68708  -0.00528
C  0.62702  -4.69769  0.45515
C  1.00238  -3.38943  0.60574
C  2.32294  -2.86195  1.07356
N  -0.04706  -2.55872  0.25629
H  -3.14345  -3.65733  -0.64220
H  -2.35300  -2.31992  -1.49514
H  -2.81027  -2.11648  0.17907
H  -1.34608  -5.53931  -0.23643
H  1.24929  -5.55894  0.65260
H  3.07293  -3.65245  1.05546
H  2.25086  -2.47636  2.09751
H  2.65391  -2.03944  0.43956

Results
- LUMO level (alpha / beta): 2.55 / 2.54 eV
- Net charge: -1
- Multiplicity: 6
- F_max: 0.9 eV/A

How positive or negative is each atom? The Mulliken charges in e answer that: atom 1 (Fe): 0.670, atom 2 (O): -0.823, atom 3 (C): 1.803, atom 4 (C): -2.151, atom 5 (C): 0.002, atom 6 (C): -0.541, atom 7 (C): -1.181, atom 8 (C): -0.394, atom 9 (C): 0.040, atom 10 (C): -1.243, atom 11 (C): 3.245, atom 12 (O): -0.026, atom 13 (C): -0.291, atom 14 (C): 0.164, atom 15 (C): -0.876, atom 16 (C): -0.522, atom 17 (C): -0.808, atom 18 (C): -0.282, atom 19 (C): -1.149, atom 20 (C): 0.842, atom 21 (C): -0.880, atom 22 (C): -0.601, atom 23 (C): -0.999, atom 24 (C): -0.390, atom 25 (N): 1.455, atom 26 (C): -0.359, atom 27 (C): -0.238, atom 28 (C): -0.850, atom 29 (C): -0.474, atom 30 (C): -0.958, atom 31 (C): -0.226, atom 32 (C): 0.423, atom 33 (C): -0.733, atom 34 (C): -0.605, atom 35 (C): -0.776, atom 36 (C): -1.103, atom 37 (C): 0.257, atom 38 (H): 0.558, atom 39 (H): 0.749, atom 40 (H): 0.524, atom 41 (H): 0.402, atom 42 (H): 0.523, atom 43 (H): 0.895, atom 44 (H): -0.559, atom 45 (H): 0.318, atom 46 (H): 0.417, atom 47 (H): 0.382, atom 48 (H): 0.397, atom 49 (H): 0.410, atom 50 (H): -0.187, atom 51 (H): 0.397, atom 52 (H): 0.397, atom 53 (H): 0.399, atom 54 (H): 0.440, atom 55 (H): 0.430, atom 56 (H): 0.399, atom 57 (H): 0.357, atom 58 (H): 0.398, atom 59 (H): 0.387, atom 60 (H): 0.350, atom 61 (H): 0.428, atom 62 (H): 0.423, atom 63 (H): 0.396, atom 64 (H): 0.505, atom 65 (Cl): -0.237, atom 66 (C): -0.239, atom 67 (C): 0.199, atom 68 (O): -0.711, atom 69 (O): -0.480, atom 70 (H): 0.032, atom 71 (H): 0.477, atom 72 (C): -0.865, atom 73 (C): 0.320, atom 74 (C): -0.821, atom 75 (C): -1.036, atom 76 (C): 0.421, atom 77 (C): -0.879, atom 78 (N): 1.009, atom 79 (H): 0.354, atom 80 (H): 0.112, atom 81 (H): 0.004, atom 82 (H): 0.445, atom 83 (H): 0.455, atom 84 (H): 0.424, atom 85 (H): 0.194, atom 86 (H): -0.136


(2)
Molecular formula: C41H37F5MoP2S
Method: DFT, the ωB97M-V functional and the def2-TZVPD basis

Cartesian coordinates (Å):
Mo  -1.12117  -1.72770  1.25650
C  -0.53862  -3.28561  2.85041
C  0.52929  -2.35491  2.65762
C  1.75198  -2.71727  1.83920
C  1.66540  -2.47242  0.32320
C  0.25688  -2.41899  -0.20709
C  -0.70602  -3.45672  0.01268
C  -0.45528  -4.75422  0.73345
C  -0.51981  -4.68292  2.28656
C  -2.40153  -0.09234  0.67398
H  -1.18713  -3.20454  3.73837
H  0.66299  -1.58840  3.42211
H  2.05355  -3.76701  2.01248
H  2.61564  -2.15049  2.21389
H  2.18582  -1.53723  0.01425
H  2.23231  -3.29298  -0.15980
H  0.12886  -1.89793  -1.15770
H  -1.48126  -3.52882  -0.76972
H  0.50367  -5.23765  0.44473
H  -1.27264  -5.44819  0.43004
H  -1.44934  -5.19124  2.61040
H  0.28204  -5.31566  2.72927
H  -3.19574  0.13946  1.40800
H  -2.84383  -0.22518  -0.33219
H  -1.69157  0.74382  0.62187
P  1.42437  2.76576  -0.39658
P  0.21384  1.19471  -2.24693
C  2.61299  1.67601  -1.18043
C  2.01045  0.91977  -2.16031
C  1.97225  4.50151  -0.53038
C  3.29405  4.84005  -0.86613
C  3.81642  6.03081  -0.34163
C  2.97552  6.88521  0.38190
C  1.58973  6.68065  0.41179
C  1.05849  5.52056  -0.13329
C  1.65280  2.57279  1.39373
C  0.82143  1.58266  1.92860
C  0.85512  1.31587  3.28393
C  1.78138  1.99822  4.09470
C  2.54588  3.04460  3.57798
C  2.48101  3.35117  2.21605
C  0.16910  2.45579  -3.65921
C  0.58864  3.77503  -3.38913
C  1.09228  4.59662  -4.39462
C  0.93709  4.20831  -5.73048
C  0.24266  3.02507  -6.02218
C  -0.12399  2.13575  -4.99463
C  -0.38908  -0.33157  -3.05429
C  -1.75741  -0.37076  -3.39517
C  -2.20595  -1.33015  -4.29824
C  -1.32258  -2.29266  -4.79650
C  -0.03210  -2.39170  -4.27177
C  0.43184  -1.42629  -3.37255
H  3.64607  1.60001  -0.83238
H  2.50894  0.26237  -2.87810
H  3.90487  4.17906  -1.48910
H  4.87406  6.27173  -0.46887
H  3.40970  7.72383  0.91878
H  0.92775  7.41115  0.89027
H  -0.02495  5.37038  -0.21856
H  0.15110  1.03798  1.25513
H  0.16278  0.58835  3.71297
H  1.89219  1.69553  5.13661
H  3.19415  3.63878  4.22502
H  3.04584  4.19009  1.80378
H  0.56236  4.17338  -2.37322
H  1.57863  5.54401  -4.13893
H  1.31674  4.84517  -6.53310
H  -0.01379  2.80056  -7.05753
H  -0.63449  1.20473  -5.24923
H  -2.44143  0.37296  -2.98892
H  -3.24395  -1.30906  -4.62651
H  -1.64616  -2.98272  -5.58192
H  0.62005  -3.21192  -4.55805
H  1.41666  -1.53845  -2.91921
F  -4.81630  -5.79510  6.08289
C  -4.41683  -5.07920  5.01700
C  -4.30586  -5.68594  3.76725
F  -4.48206  -7.01784  3.65359
C  -4.07774  -4.91128  2.63631
F  -4.21624  -5.42711  1.39691
C  -3.80623  -3.53143  2.74284
S  -3.32847  -2.56938  1.36881
C  -3.94936  -2.94311  4.01032
F  -3.88147  -1.58887  4.10875
C  -4.23872  -3.69934  5.14394
F  -4.42859  -3.08798  6.33571

Results
- LUMO level (alpha / beta): -6.79 / -8.14 eV
- Net charge: +2
- Multiplicity: 3
- F_max: 2.2 eV/A

How positive or negative is each atom? The Mulliken charges in e answer that: atom 1 (Mo): -0.133, atom 2 (C): -0.506, atom 3 (C): -0.165, atom 4 (C): -0.930, atom 5 (C): -0.820, atom 6 (C): 0.701, atom 7 (C): 0.079, atom 8 (C): -1.058, atom 9 (C): -0.918, atom 10 (C): -1.227, atom 11 (H): 0.664, atom 12 (H): 0.785, atom 13 (H): 0.300, atom 14 (H): 0.434, atom 15 (H): 0.291, atom 16 (H): 0.471, atom 17 (H): -0.367, atom 18 (H): 0.766, atom 19 (H): 0.341, atom 20 (H): 0.400, atom 21 (H): 0.183, atom 22 (H): 0.450, atom 23 (H): 0.562, atom 24 (H): 0.531, atom 25 (H): 0.160, atom 26 (P): 1.109, atom 27 (P): 0.703, atom 28 (C): -0.183, atom 29 (C): -0.848, atom 30 (C): -0.012, atom 31 (C): -0.657, atom 32 (C): -0.703, atom 33 (C): -0.460, atom 34 (C): -0.670, atom 35 (C): -0.179, atom 36 (C): 0.429, atom 37 (C): 0.600, atom 38 (C): -0.387, atom 39 (C): -0.833, atom 40 (C): -0.701, atom 41 (C): -0.428, atom 42 (C): 0.365, atom 43 (C): -0.599, atom 44 (C): -0.473, atom 45 (C): -0.649, atom 46 (C): -0.578, atom 47 (C): -0.527, atom 48 (C): 0.954, atom 49 (C): -0.744, atom 50 (C): -0.783, atom 51 (C): -0.590, atom 52 (C): -0.735, atom 53 (C): -0.428, atom 54 (H): 0.585, atom 55 (H): 0.739, atom 56 (H): 0.470, atom 57 (H): 0.412, atom 58 (H): 0.427, atom 59 (H): 0.402, atom 60 (H): 0.437, atom 61 (H): -0.935, atom 62 (H): 0.620, atom 63 (H): 0.420, atom 64 (H): 0.429, atom 65 (H): 0.329, atom 66 (H): 0.746, atom 67 (H): 0.463, atom 68 (H): 0.401, atom 69 (H): 0.424, atom 70 (H): 0.321, atom 71 (H): 0.485, atom 72 (H): 0.523, atom 73 (H): 0.458, atom 74 (H): 0.463, atom 75 (H): 0.300, atom 76 (F): -0.241, atom 77 (C): 0.480, atom 78 (C): 0.419, atom 79 (F): -0.275, atom 80 (C): -0.021, atom 81 (F): -0.360, atom 82 (C): 0.472, atom 83 (S): -0.159, atom 84 (C): 0.128, atom 85 (F): -0.336, atom 86 (C): 0.267, atom 87 (F): -0.275


(3)
Molecular formula: C41H37FMgN6O3S
Method: DFT, the ωB97M-V functional and the def2-TZVPD basis

Cartesian coordinates (Å):
Mg  0.46013  -0.38407  -1.21760
N  5.04960  1.16425  -1.92386
C  5.87928  0.03340  -1.84234
C  7.18994  0.15948  -1.41373
C  8.01935  -0.95553  -1.35512
C  7.52822  -2.19787  -1.70905
C  6.21087  -2.32765  -2.13730
C  5.39549  -1.21479  -2.21774
S  3.72201  -1.35023  -2.80147
N  3.00058  0.06229  -2.26121
C  3.67473  1.11018  -1.96920
C  2.95551  2.39098  -1.73064
C  3.60750  3.58154  -1.41361
C  2.85303  4.73304  -1.24777
C  1.48208  4.66443  -1.40312
C  0.92233  3.43872  -1.74409
N  1.63823  2.33636  -1.90039
H  5.47139  2.02324  -1.62512
H  7.56787  1.13783  -1.13721
H  9.04826  -0.83947  -1.04298
H  8.16589  -3.07032  -1.65914
H  5.81974  -3.29101  -2.44115
H  4.67953  3.64803  -1.28927
H  3.33937  5.66799  -1.00205
H  0.85046  5.53064  -1.26574
H  -0.14729  3.33981  -1.88077
C  -2.47080  0.74360  -5.39820
C  -1.93222  0.66872  -3.96814
C  -2.94693  0.20274  -2.95059
C  -4.18956  0.81491  -2.89175
C  -5.13816  0.43509  -1.95812
C  -4.85100  -0.58932  -1.07665
C  -3.61905  -1.23628  -1.10187
C  -3.38170  -2.32830  -0.08174
C  -4.14016  -3.61456  -0.42455
C  -2.64865  -0.82106  -2.03126
N  -1.34394  -1.35009  -1.96160
C  -1.11278  -2.60739  -2.14748
C  0.13487  -3.14868  -1.77327
C  0.56990  -4.48036  -1.73274
C  1.79104  -4.46225  -1.06512
C  2.03813  -3.12386  -0.73787
N  1.05199  -2.32533  -1.16353
H  -1.74388  1.23199  -6.04868
H  -3.39775  1.31373  -5.44878
H  -2.66894  -0.25496  -5.79148
H  -1.58673  1.65508  -3.65667
H  -1.06364  0.01116  -3.94930
H  -4.41421  1.62747  -3.57111
H  -6.09504  0.94001  -1.91484
H  -5.58175  -0.88280  -0.32998
H  -3.72795  -1.96787  0.89120
H  -2.31995  -2.55055  0.01435
H  -5.20498  -3.41251  -0.54498
H  -4.01628  -4.35770  0.36502
H  -3.77544  -4.04477  -1.35855
H  -1.87284  -3.27344  -2.56341
H  0.03778  -5.33259  -2.12784
H  2.41869  -5.30588  -0.82395
H  2.89537  -2.72640  -0.21516
C  -4.32871  1.51620  3.84372
C  -2.93923  1.67151  4.45989
C  -2.85019  0.86791  5.74976
C  -1.45864  0.98300  6.35306
C  -0.44730  0.48801  5.35630
C  0.72854  -0.09627  5.76754
C  1.64396  -0.55731  4.82732
F  2.77839  -1.13308  5.26735
C  1.41764  -0.43746  3.48685
C  0.23317  0.16327  3.04554
C  0.01921  0.31666  1.60158
O  0.81625  -0.20199  0.79222
C  -1.11270  1.11981  1.25914
C  -1.98808  1.52035  2.21864
N  -1.87869  1.23000  3.52934
C  -0.71301  0.62328  3.97845
C  -1.34289  1.64804  -0.14925
O  -2.15127  2.56504  -0.29716
O  -0.62731  1.11298  -1.04832
H  -5.07590  1.63419  4.62777
H  -4.44152  0.52485  3.40255
H  -4.53544  2.26330  3.08020
H  -2.76657  2.72925  4.68856
H  -3.06393  -0.18220  5.53053
H  -3.60804  1.23132  6.44294
H  -1.39034  0.40473  7.27472
H  -1.24998  2.02720  6.60631
H  0.95186  -0.20084  6.82168
H  2.13071  -0.79108  2.75498
H  -2.82752  2.12052  1.89811

Results
- LUMO level: 0.01 eV
- Multiplicity: 1
- F_max: 1.3 eV/A

How positive or negative is each atom? The Mulliken charges in e answer that: atom 1 (Mg): 0.975, atom 2 (N): -0.083, atom 3 (C): 0.204, atom 4 (C): -0.683, atom 5 (C): -0.601, atom 6 (C): -0.660, atom 7 (C): -0.660, atom 8 (C): 0.728, atom 9 (S): -0.193, atom 10 (N): -0.241, atom 11 (C): 0.336, atom 12 (C): 0.848, atom 13 (C): -0.680, atom 14 (C): -0.586, atom 15 (C): -0.993, atom 16 (C): -0.183, atom 17 (N): 0.085, atom 18 (H): 0.040, atom 19 (H): 0.365, atom 20 (H): 0.377, atom 21 (H): 0.379, atom 22 (H): 0.417, atom 23 (H): 0.249, atom 24 (H): 0.425, atom 25 (H): 0.451, atom 26 (H): 0.510, atom 27 (C): -1.490, atom 28 (C): 0.008, atom 29 (C): 1.574, atom 30 (C): -0.407, atom 31 (C): -1.336, atom 32 (C): -0.712, atom 33 (C): 1.306, atom 34 (C): -0.601, atom 35 (C): -1.359, atom 36 (C): -1.149, atom 37 (N): 0.118, atom 38 (C): -0.128, atom 39 (C): -0.171, atom 40 (C): -1.289, atom 41 (C): -0.821, atom 42 (C): -0.764, atom 43 (N): 0.648, atom 44 (H): 0.446, atom 45 (H): 0.279, atom 46 (H): 0.374, atom 47 (H): 0.012, atom 48 (H): 0.108, atom 49 (H): 0.363, atom 50 (H): 0.393, atom 51 (H): 0.454, atom 52 (H): 0.383, atom 53 (H): 0.181, atom 54 (H): 0.350, atom 55 (H): 0.425, atom 56 (H): 0.284, atom 57 (H): 0.548, atom 58 (H): 0.498, atom 59 (H): 0.450, atom 60 (H): 0.654, atom 61 (C): -1.568, atom 62 (C): 0.466, atom 63 (C): -1.064, atom 64 (C): -1.030, atom 65 (C): 1.093, atom 66 (C): -0.779, atom 67 (C): 0.102, atom 68 (F): -0.365, atom 69 (C): -1.140, atom 70 (C): 0.454, atom 71 (C): 1.337, atom 72 (O): -1.519, atom 73 (C): -0.263, atom 74 (C): -0.634, atom 75 (N): 0.381, atom 76 (C): -0.589, atom 77 (C): 0.282, atom 78 (O): -0.829, atom 79 (O): 0.527, atom 80 (H): 0.438, atom 81 (H): 0.300, atom 82 (H): 0.499, atom 83 (H): 0.116, atom 84 (H): 0.344, atom 85 (H): 0.402, atom 86 (H): 0.444, atom 87 (H): 0.318, atom 88 (H): 0.519, atom 89 (H): 0.632, atom 90 (H): 0.673